# 1
The following is a quantum chemistry calculation of a 2-piece molecular cluster, C4H4N2 overall at a distorted geometry, from the OMol25 dataset.

- energy relative to the best compared isomer or geometry (same formula, charge and spin) (kcal/mol) = 48.7
- SMILES = C#CC=C.N#N
- orbital gap (eV) = 10.072
- energy (eV) = -7190.5754
- HOMO (eV) = -9.296

The geometry in ORCA input format:
```
! RIJCOSX wB97M-V def2-TZVPD def2/J DEFGRID3
* xyz 0 1
N 1.049 -2.326 -3.031
N 2.127 -2.566 -3.028
C -0.611 1.160 0.498
C 0.564 -1.045 -0.246
C -0.751 1.671 1.711
C 0.136 0.038 0.134
H -1.363 1.324 -0.253
H -0.261 1.428 2.658
H -1.701 2.318 1.942
H 0.811 -2.002 -0.385
*
```

=====

# 2
The following is a quantum chemistry calculation of a 2-piece molecular cluster, C6H9N3O overall at a distorted geometry, from the OMol25 dataset.

- energy relative to the best compared isomer or geometry (same formula, charge and spin) (kcal/mol) = 7.5
- SMILES = Cc1c[nH]c(CC#N)n1.O
- orbital gap (eV) = 9.374
- energy (eV) = -12885.6200
- HOMO (eV) = -8.962

The geometry in ORCA input format:
```
! RIJCOSX wB97M-V def2-TZVPD def2/J DEFGRID3
* xyz 0 1
O -1.096 4.503 -0.963
N -0.065 0.136 1.129
N 0.144 -1.538 -0.284
N -0.443 2.027 -2.557
C -0.473 -0.400 -0.044
C 0.860 -0.718 1.677
C -0.943 1.335 -1.766
C 1.005 -1.744 0.771
C 1.927 -2.918 0.827
C -1.490 0.243 -0.942
H 2.600 -2.843 1.691
H -1.899 -0.524 -1.613
H 2.539 -2.975 -0.084
H -0.400 0.996 1.544
H 1.365 -3.860 0.910
H -0.736 4.128 -1.819
H -2.328 0.648 -0.354
H 1.339 -0.519 2.631
H -1.907 4.024 -0.755
*
```

=====

# 3
The following is a quantum chemistry calculation of a 11-piece molecular cluster, C32H56ClNO43P2S10 overall at a distorted geometry, from the OMol25 dataset.

- energy relative to the best compared isomer or geometry (same formula, charge and spin) (kcal/mol) = 0.0
- SMILES = CC(=O)N(C(C)=O)P(Cc1ccccc1C)#P(O)Cl.O=S1(=O)OCCO1.O=S1(=O)OCCO1.O=S1(=O)OCCO1.O=S1(=O)OCCO1.O=S1(=O)OCCO1.O=S1(=O)OCCO1.O=S1(=O)OCCO1.O=S1(=O)OCCO1.O=S1(=O)OCCO1.O=S1(=O)OCCO1
- orbital gap (eV) = 7.985
- energy (eV) = -263065.8654
- HOMO (eV) = -8.427

The geometry in ORCA input format:
```
! RIJCOSX wB97M-V def2-TZVPD def2/J DEFGRID3
* xyz 0 1
Cl -1.580 -3.356 1.751
S 4.986 -1.730 -3.096
S -3.812 2.791 -1.794
S 11.247 -0.253 -3.832
S 6.401 -2.631 3.633
S 2.644 8.220 -3.277
S -0.592 -9.180 1.299
S -8.216 0.621 5.483
S 5.711 2.403 -2.822
S -9.977 -3.001 2.763
S -4.856 5.525 -5.006
P -0.252 -0.534 3.100
P 0.205 -2.630 2.562
O 0.604 -9.712 0.748
O 3.338 9.286 -3.908
O -1.367 -8.379 0.134
O 7.292 -2.294 4.683
O -4.660 3.488 -2.688
O 1.371 8.389 -2.677
O -6.327 6.186 -5.078
O 2.560 6.983 -4.308
O -1.526 -9.978 2.006
O 10.643 -1.488 -4.192
O 1.342 2.678 3.163
O 1.351 -2.689 1.336
O -2.465 3.658 -1.597
O -6.827 0.553 5.779
O 11.292 0.694 -5.136
O -4.478 5.395 -3.649
O -10.447 -2.415 1.562
O 5.055 -1.861 -1.680
O 3.839 -2.728 -3.636
O 4.906 3.191 -1.662
O 10.178 0.601 -2.985
O -8.738 1.429 4.442
O -11.116 -3.991 3.342
O -4.814 4.436 -5.918
O 7.101 2.664 -2.650
O 6.963 -2.001 2.261
O -8.890 -4.133 2.387
O 4.842 -0.477 -3.743
O 12.508 -0.182 -3.185
O -8.771 -0.877 5.291
O -3.142 1.545 -2.580
O 5.040 2.604 -4.058
O -0.213 -7.909 2.214
O -9.468 -2.226 3.848
O 5.006 -2.370 3.702
O 3.638 7.537 -2.207
O 6.250 -2.487 -3.743
O -4.041 6.763 -5.654
O -4.236 2.325 -0.523
O 1.818 0.766 0.988
O -8.997 0.970 6.851
O 6.622 -4.183 3.260
O 5.415 0.907 -2.321
N 1.272 0.325 3.262
C 6.980 -4.303 1.879
C 4.386 -3.554 -4.670
C -5.117 -0.558 1.972
C -6.222 7.564 -5.441
C 3.488 -0.427 2.213
C 2.101 0.279 2.054
C -4.962 7.658 -6.279
C 3.802 6.150 -2.518
C -10.764 -5.349 3.064
C 3.608 6.054 -4.017
C -1.273 0.175 1.670
C 4.919 0.955 -0.974
C -9.368 -1.313 6.512
C -1.792 1.860 -2.925
C -3.551 -1.223 0.019
C 10.177 1.593 -5.103
C -4.386 0.709 3.964
C 5.838 -3.747 -4.281
C -5.418 0.034 3.224
C -0.401 -6.711 1.456
C -1.329 2.833 -1.858
C 0.637 1.749 5.273
C -9.249 -5.363 3.021
C 9.937 1.857 -3.632
C 4.146 2.253 -0.890
C -2.770 0.099 2.135
C -1.558 -7.016 0.528
C -3.802 -0.549 1.386
C -3.088 0.714 3.385
C 7.685 -3.005 1.541
C 1.109 1.668 3.779
C -9.948 -0.057 7.134
H -0.408 1.369 5.286
H 8.923 2.199 -3.433
H 8.716 -3.007 1.904
H -2.517 -1.136 -0.363
H -10.125 -2.070 6.318
H -11.162 -6.010 3.832
H -8.824 -5.361 4.028
H -6.134 8.153 -4.525
H -4.234 -0.885 -0.792
H -10.092 -0.156 8.208
H -8.855 -6.210 2.465
H -6.421 0.008 3.692
H 6.062 -4.418 1.298
H 3.844 -4.495 -4.736
H 9.321 1.087 -5.559
H -2.515 -6.942 1.050
H -1.571 -6.366 -0.345
H 7.679 -2.793 0.474
H 10.398 2.501 -5.659
H 4.328 0.269 2.002
H 6.461 -4.019 -5.131
H 4.298 0.091 -0.762
H 4.296 -3.016 -5.616
H 5.942 -4.502 -3.499
H 0.517 -6.518 0.894
H -10.896 0.216 6.664
H 1.258 0.995 5.814
H -1.115 -0.375 0.719
H 3.033 5.588 -1.983
H 3.336 5.051 -4.338
H -4.599 1.174 4.940
H -0.484 3.436 -2.183
H -4.556 8.667 -6.309
H -1.793 2.328 -3.914
H 5.778 0.960 -0.297
H -8.581 -1.739 7.141
H -1.068 2.311 -0.933
H 3.549 -1.365 1.627
H 3.158 2.157 -1.343
H -0.607 -5.869 2.111
H 1.956 -3.411 1.576
H 0.745 2.766 5.684
H 4.041 2.601 0.136
H 3.606 -0.731 3.276
H -5.954 -1.067 1.453
H -1.185 0.957 -2.953
H -11.190 -5.621 2.095
H -1.058 1.265 1.561
H -5.137 7.306 -7.299
H 10.650 2.586 -3.239
H 4.505 6.375 -4.554
H -3.774 -2.310 0.161
H 4.785 5.804 -2.207
H 7.617 -5.172 1.726
H -7.107 7.880 -5.990
H -2.284 1.203 3.963
*
```

=====

# 4
The following is a quantum chemistry calculation of one molecule with the formula C18H23N3O4S2, from the OMol25 dataset.

- energy relative to the best compared isomer or geometry (same formula, charge and spin) (kcal/mol) = 47.9
- SMILES = C=CCn1c(SCC(=O)N(CCO)CCO)nc2sc3c(c2c1=O)CCC3
- orbital gap (eV) = 8.220
- energy (eV) = -53370.5051
- HOMO (eV) = -7.713

The geometry in ORCA input format:
```
! RIJCOSX wB97M-V def2-TZVPD def2/J DEFGRID3
* xyz 0 1
S 1.683 2.592 -0.298
S -1.679 -1.270 1.118
O -1.998 -0.585 -2.117
O -3.863 0.768 -0.316
O 3.256 -1.949 0.855
O 0.266 1.428 -2.468
N 0.131 0.622 0.425
N 2.431 0.122 0.371
N -1.826 2.182 -2.133
C -3.156 1.937 -0.022
C 3.688 1.606 2.478
C -0.018 3.043 -0.723
C -2.830 2.780 -1.277
C 4.284 1.447 1.313
C 2.282 -1.234 0.743
C 0.894 -4.217 1.631
C -0.510 2.121 -1.833
C -2.249 1.506 -3.348
C -2.753 0.073 -3.106
C -1.580 -4.129 1.853
C -0.090 -0.653 0.792
C -0.323 -4.933 2.261
C -0.990 -2.818 1.469
C 3.778 0.612 0.174
C 0.361 -2.854 1.342
C 0.909 -1.609 0.953
C 1.369 0.950 0.221
H -3.243 0.119 -0.683
H -2.716 -0.478 -4.057
H -0.618 2.991 0.180
H 5.234 1.922 1.109
H 3.819 1.187 -0.758
H -2.509 3.778 -0.968
H -3.785 0.076 -2.747
H -0.390 -5.971 1.942
H 1.756 -4.188 2.297
H -3.805 2.536 0.624
H -1.060 -0.435 -2.302
H -3.029 2.097 -3.833
H 0.025 4.069 -1.093
H -2.089 -4.583 0.998
H -1.372 1.470 -4.001
H -3.746 2.880 -1.863
H 1.210 -4.697 0.702
H -0.226 -4.919 3.346
H 2.745 1.139 2.713
H -2.302 -4.048 2.666
H 4.121 2.210 3.255
H -2.235 1.699 0.523
H 4.415 -0.276 0.071
*
```

=====

# 5
The following is a quantum chemistry calculation of C24H57N7O7V as an isolated structure at a distorted geometry, from the OMol25 dataset.

- orbital gap (spin up / spin down) (eV) = 5.554 / 6.283
- energy (eV) = -76250.5775
- HOMO (spin up / spin down) (eV) = -11.150 / -11.150

The geometry in ORCA input format:
```
! RIJCOSX wB97M-V def2-TZVPD def2/J DEFGRID3
* xyz 2 2
V 0.540 -0.079 -0.300
O -0.077 -1.860 -1.571
O -1.802 -1.029 0.176
O -0.517 1.014 -0.874
O 1.911 0.189 -2.166
O -0.188 0.456 1.733
O 1.704 -1.535 0.731
O 2.301 1.156 0.372
N -3.623 -2.123 1.078
N -0.391 0.029 3.932
N 1.819 -3.651 1.644
N -3.953 4.235 -1.104
N 3.626 0.072 -3.787
N 0.476 -3.858 -2.461
N 4.320 1.863 1.199
C -0.381 -2.890 -2.180
C 0.423 -4.002 1.289
C -4.515 -2.179 2.242
C -0.501 -1.409 3.865
C 1.843 -3.937 -2.031
C 3.108 2.022 0.721
C -2.688 -1.143 1.048
C -0.307 0.844 2.865
C 0.031 -5.091 -3.189
C -1.771 4.718 -2.292
C -2.690 3.807 1.046
C -0.364 0.471 5.338
C 2.313 -2.427 1.312
C -3.487 4.802 0.193
C 5.219 2.916 1.592
C 4.903 0.576 1.298
C 2.431 0.558 -3.237
C 4.276 0.692 -4.953
C -3.571 -3.316 0.205
C 2.668 -4.619 2.309
C -4.790 5.122 -1.802
C -6.169 5.247 -1.208
C 4.359 -1.095 -3.165
C -2.917 3.685 -1.907
H 0.222 -5.954 -2.551
H -1.036 -0.109 5.971
H 0.654 0.246 5.655
H -0.581 -1.749 2.833
H -1.429 -1.787 4.294
H -3.321 3.224 -2.808
H 5.347 0.377 2.273
H -5.470 -2.675 2.066
H 2.035 -4.703 -1.279
H -0.648 1.517 5.455
H -3.186 2.848 1.192
H -0.341 1.915 3.115
H 4.197 -0.250 1.219
H 2.124 -2.928 -1.730
H 4.796 3.921 1.584
H -4.351 6.118 -1.870
H 4.103 0.007 -5.783
H 1.971 1.333 -3.870
H -4.901 -1.189 2.485
H -1.370 -3.220 -2.536
H 2.726 -5.518 1.696
H -1.195 5.132 -1.464
H -1.753 3.616 0.523
H -4.290 5.058 0.884
H -0.181 -4.282 2.152
H -4.970 4.833 -2.837
H 5.974 2.842 0.809
H 5.739 0.502 0.603
H -4.108 -2.664 3.129
H 2.551 -4.147 -2.833
H -2.454 4.229 2.022
H 5.606 2.720 2.592
H -6.825 5.903 -1.780
H 5.343 0.763 -4.745
H 0.387 -1.858 4.309
H 2.877 3.098 0.733
H -2.470 2.815 -1.427
H 5.160 -0.740 -2.518
H -4.582 -3.326 -0.204
H -0.057 -3.169 0.775
H -2.877 -0.352 1.790
H -0.923 4.192 -2.729
H -6.597 4.245 -1.199
H -6.220 5.633 -0.191
H 0.685 -5.147 -4.059
H 3.800 -1.750 -2.496
H 3.857 1.686 -5.110
H -2.857 5.665 -0.025
H 2.374 -4.778 3.347
H -1.013 -5.094 -3.502
H 0.407 -4.881 0.645
H -2.114 5.500 -2.969
H -3.476 -4.160 0.888
H 4.791 -1.798 -3.877
H -2.777 -3.390 -0.537
H 3.709 -4.296 2.334
H 3.363 -2.259 1.595
*
```

=====

# 6
The following is a quantum chemistry calculation of a 3-piece molecular cluster, C33H61BN2O5 overall at a distorted geometry, from the OMol25 dataset.

- orbital gap (spin up / spin down) (eV) = 8.853 / 8.669
- energy (eV) = -49101.0212
- HOMO (spin up / spin down) (eV) = -8.251 / -8.316

The geometry in ORCA input format:
```
! RIJCOSX wB97M-V def2-TZVPD def2/J DEFGRID3
* xyz 0 3
O -0.678 -2.058 2.755
O 3.407 1.468 -4.842
O -4.063 1.401 3.091
O 0.626 -4.287 -3.551
O 0.992 -1.260 -5.551
N -1.613 -1.698 1.939
N -4.243 1.833 4.295
C -2.425 -3.944 1.227
C -2.952 1.820 5.051
C 0.264 -0.618 0.750
C -6.163 2.997 3.270
C 5.115 1.573 -3.195
C 2.918 -5.047 -3.332
C 3.630 3.310 -2.217
C -5.692 3.364 5.636
C -4.123 4.288 3.905
C -0.745 -2.701 -0.170
C -1.921 -3.675 -0.190
C 8.102 1.001 -6.278
C 1.038 -2.670 -5.329
C -4.043 -2.031 1.471
C -3.212 1.806 6.575
C 7.071 1.207 -5.192
C -2.195 0.537 4.740
C 2.892 0.390 -5.627
C 4.741 1.410 -4.538
C -2.840 4.355 4.734
C -2.749 -2.670 2.009
C -5.021 3.107 4.274
C 0.162 -3.096 -4.159
C 7.445 1.342 -3.857
C -1.979 -0.506 -0.224
C 6.471 1.537 -2.877
C 1.816 -4.122 -2.791
C -3.047 -3.029 3.459
C 5.718 1.245 -5.516
C 4.019 1.802 -2.162
C -2.088 3.025 4.681
C 4.465 1.485 -0.740
C -1.030 -1.411 0.596
B 1.913 -0.546 -4.836
H 0.096 0.302 1.313
H -2.522 0.182 0.424
H 5.398 1.136 -6.542
H -2.390 1.312 7.091
H 3.668 1.762 -0.054
H -1.694 2.888 3.668
H -4.121 1.254 6.814
H -4.215 -1.058 1.937
H 1.622 -4.344 -1.745
H 3.676 -0.244 -6.050
H 0.130 -2.296 -3.415
H 1.042 -1.190 1.252
H -2.730 -3.290 -0.817
H 2.353 0.804 -6.481
H 3.328 -5.666 -2.540
H 8.480 1.313 -3.553
H -0.858 -3.284 -4.474
H 2.672 3.464 -2.702
H -3.237 -2.136 4.051
H 0.705 -3.184 -6.224
H 5.327 2.085 -0.468
H 7.624 1.033 -7.249
H -4.998 3.656 6.420
H 3.650 3.747 -1.224
H -3.317 -4.574 1.191
H -2.801 -0.338 4.971
H 0.640 -0.349 -0.238
H 6.789 1.641 -1.854
H -2.199 5.149 4.346
H -1.664 -4.516 1.768
H 4.370 3.852 -2.799
H -3.853 4.219 2.846
H -6.236 2.481 5.972
H 4.664 0.427 -0.586
H -0.457 -2.454 -1.194
H -4.689 5.214 4.019
H -3.937 -3.656 3.497
H -3.067 4.629 5.767
H -1.605 -4.614 -0.649
H -6.784 3.891 3.332
H 0.115 -3.207 0.282
H -4.053 -1.900 0.392
H 8.609 0.053 -6.131
H -3.287 2.801 7.010
H -4.892 -2.671 1.708
H -5.805 2.916 2.246
H 2.062 -3.004 -5.169
H -2.701 -1.065 -0.817
H -6.791 2.131 3.484
H -1.409 0.096 -0.931
H 2.476 -5.684 -4.090
H -2.233 -3.582 3.924
H 2.169 -3.095 -2.858
H 3.735 -4.480 -3.766
H -1.287 0.484 5.340
H 1.967 -0.682 -3.644
H 8.835 1.801 -6.226
H 3.169 1.193 -2.444
H -1.892 0.478 3.697
H -6.407 4.181 5.543
H -1.223 3.058 5.347
*
```

=====

# 7
The following is a quantum chemistry calculation of one molecule with the formula C5H11N5O2, from the OMol25 dataset.

- energy relative to the best compared isomer or geometry (same formula, charge and spin) (kcal/mol) = 5.2
- SMILES = [H]/N=C(N)/N=C(/N)NCCC(=O)O
- orbital gap (eV) = 9.441
- energy (eV) = -16910.0258
- HOMO (eV) = -8.796

The geometry in ORCA input format:
```
! RIJCOSX wB97M-V def2-TZVPD def2/J DEFGRID3
* xyz 0 1
O 2.731 0.969 -0.416
O 3.143 -1.068 0.353
N -1.680 0.943 -0.062
N -0.082 2.552 -0.475
N -3.290 -0.677 -0.212
N -1.148 -1.379 0.227
N -0.050 1.385 1.574
C 2.364 -0.177 -0.273
C -1.967 -0.301 0.005
C 0.291 -1.359 0.483
C 1.069 -0.777 -0.716
C -0.547 1.594 0.415
H 0.509 0.021 -1.233
H 0.929 2.659 -0.429
H 3.945 -0.607 0.627
H -3.844 0.129 -0.470
H 1.297 -1.545 -1.472
H -0.434 2.462 -1.425
H 0.598 -2.405 0.645
H -3.437 -1.456 -0.834
H 0.726 2.035 1.752
H -1.623 -2.217 0.548
H 0.500 -0.780 1.386
*
```

=====

# 8
The following is a quantum chemistry calculation of one molecule with the formula C4H6F2N2 at a distorted geometry, from the OMol25 dataset.

- energy relative to the best compared isomer or geometry (same formula, charge and spin) (kcal/mol) = 33.6
- SMILES = C/N=C(\F)N/C=C/F
- orbital gap (eV) = 9.865
- energy (eV) = -12658.6790
- HOMO (eV) = -9.044

The geometry in ORCA input format:
```
! RIJCOSX wB97M-V def2-TZVPD def2/J DEFGRID3
* xyz 0 1
F -3.649 -0.673 0.033
F 1.638 1.671 0.248
N -0.590 1.299 -0.072
N 0.910 -0.568 -0.066
C -2.366 -0.300 -0.295
C -1.871 0.816 0.066
C 2.207 -1.187 0.053
C 0.641 0.705 0.028
H -0.468 2.253 -0.090
H -2.459 1.425 0.686
H 2.148 -2.310 0.156
H 2.812 -1.102 -0.847
H 2.884 -0.986 0.906
H -1.836 -1.044 -0.809
*
```